# 1
DFT (ωB97M-V/def2-TZVPD) results for one molecule with the formula C12H14ClN3S.

Summary:
**LUMO**: 0.575 eV
**HOMO energy**: -8.24 eV
**Molecular weight**: 267.785 g mol⁻¹
**Energy above the lowest of the compared OMol25 structures with the same formula, charge and spin**: 0.000 eV
**Frontier orbital gap**: 8.8 eV
**DFT total energy**: -1488.325339 Eh

```
31
Properties=species:S:1:pos:R:3:lowdin_charge:R:1
Cl 4.799 1.412 0.181 0.67
S 0.299 -2.897 -0.459 0.93
N -1.700 1.609 -0.171 -0.14
N -0.022 2.780 -0.921 0.08
N -1.140 2.170 0.907 0.11
C -2.644 -0.324 1.010 -0.18
C 2.684 -1.950 0.429 -0.10
C 2.439 0.535 -0.783 -0.10
C -1.013 1.990 -1.261 -0.17
C -0.138 2.861 0.418 -0.21
C 3.557 0.229 -0.023 -0.68
C 3.691 -1.016 0.573 -0.10
C 1.446 -0.413 -0.939 -0.10
C -1.339 -1.109 0.873 -0.27
C 1.551 -1.650 -0.318 -0.54
C -2.842 0.741 -0.073 -0.14
C -1.240 -1.910 -0.415 -0.48
H -3.726 1.340 0.175 0.13
H -2.036 -2.652 -0.482 0.08
H -1.269 -1.282 -1.305 0.06
H 0.526 3.434 1.031 0.10
H 2.336 1.503 -1.247 0.10
H -1.260 1.693 -2.260 0.13
H -0.496 -0.418 0.940 0.09
H 0.592 -0.173 -1.553 0.09
H -3.497 -1.003 0.979 0.11
H 4.570 -1.246 1.154 0.11
H -1.261 -1.799 1.716 0.11
H 2.767 -2.919 0.897 0.10
H -2.998 0.286 -1.054 0.12
H -2.634 0.176 1.979 0.11
```

=====

# 2
DFT (ωB97M-V/def2-TZVPD) results for one molecule with the formula C25H26N2O5 at a distorted geometry.

Summary:
**LUMO**: 0.195 eV
**HOMO energy**: -8.71 eV
**Molecular weight**: 434.492 g mol⁻¹
**Energy above the lowest of the compared OMol25 structures with the same formula, charge and spin**: 0.284 eV
**Frontier orbital gap**: 8.9 eV
**DFT total energy**: -1454.029418 Eh

```
58
Properties=species:S:1:pos:R:3:lowdin_charge:R:1
O 1.554 -2.684 -1.050 0.09
O 1.331 0.865 3.873 0.10
O -1.316 1.049 6.256 0.04
O 2.250 -0.812 -0.025 0.03
O 3.242 1.154 -2.520 0.10
N 2.042 -0.721 -2.968 0.13
N -0.688 -0.231 3.976 0.15
C -1.473 1.165 -2.362 -0.22
C 0.362 -1.021 1.933 0.08
C 1.628 -0.828 -5.339 -0.01
C 0.977 -0.402 -6.480 -0.09
C 0.389 0.764 -3.998 -0.14
C 1.347 -0.245 -4.110 -0.17
C -1.827 -0.313 -2.251 -0.08
C -0.242 1.186 -5.164 -0.03
C 0.017 1.371 -2.667 -0.33
C 0.046 0.619 -6.390 -0.08
C -0.268 2.576 7.493 -0.04
C 0.553 2.263 6.390 0.02
C 0.405 2.850 -2.637 -0.05
C -1.387 1.811 7.358 -0.10
C 1.433 -1.855 -0.169 -0.44
C -1.729 -1.978 2.693 -0.20
C 0.267 0.645 4.413 -0.39
C -0.128 1.324 5.659 -0.18
C -0.685 -2.792 0.674 -0.02
C -2.860 -2.046 3.677 -0.04
C 3.334 -0.668 -0.939 -0.04
C -0.669 -1.070 2.862 -0.15
C 2.876 0.039 -2.230 -0.45
C -1.714 -2.825 1.594 -0.03
C 0.356 -1.884 0.842 -0.12
H 0.167 3.281 -1.666 0.08
H 3.756 -1.651 -1.176 0.14
H 1.474 2.946 -2.806 0.07
H 1.170 -0.321 2.065 0.11
H -2.082 1.628 -3.140 0.11
H -1.248 -0.787 -1.460 0.06
H -2.270 1.720 7.959 0.12
H -1.510 -0.304 4.559 0.12
H -2.525 -3.525 1.460 0.11
H -1.704 1.664 -1.418 0.11
H -2.883 -0.437 -2.020 0.07
H -0.461 0.969 -7.278 0.10
H -2.497 -2.292 4.676 0.09
H 0.578 0.868 -1.873 0.12
H -0.978 1.974 -5.110 0.11
H -3.394 -1.096 3.727 0.09
H -0.674 -3.456 -0.176 0.12
H 1.516 2.664 6.152 0.12
H 2.366 -1.615 -5.389 0.11
H -1.617 -0.827 -3.186 0.08
H -3.570 -2.813 3.379 0.08
H 1.876 -1.681 -2.682 0.13
H -0.058 3.273 8.278 0.10
H -0.125 3.410 -3.404 0.08
H 4.069 -0.042 -0.431 0.14
H 1.201 -0.856 -7.433 0.10
```

=====

# 3
DFT (ωB97M-V/def2-TZVPD) results for C18H21NO2S as an isolated structure at a distorted geometry.

Summary:
**LUMO**: 0.426 eV
**HOMO energy**: -8.02 eV
**Molecular weight**: 315.438 g mol⁻¹
**Energy above the lowest of the compared OMol25 structures with the same formula, charge and spin**: 16.617 eV
**Frontier orbital gap**: 8.4 eV
**DFT total energy**: -1301.360674 Eh

```
43
Properties=species:S:1:pos:R:3:lowdin_charge:R:1
S 1.617 1.879 -1.176 0.93
O -4.489 -2.342 -0.308 -0.03
O -0.313 1.430 1.817 -0.10
N -0.883 2.845 0.109 -0.05
C 0.104 3.670 0.330 -0.27
C 2.433 1.329 0.178 -0.55
C 2.774 -0.001 0.314 -0.26
C -1.123 1.799 0.822 -0.36
C -3.115 0.923 -0.427 0.02
C 1.926 -0.986 0.269 -0.12
C -2.750 -1.776 0.685 0.02
C 1.244 3.401 -0.863 -0.61
C -3.780 -1.404 -0.072 -0.42
C -5.684 -2.273 -1.076 -0.04
C 3.627 -2.619 -0.304 -0.12
C 4.667 -1.762 -0.132 -0.17
C -1.951 -0.674 1.190 -0.06
C 2.233 -2.377 0.278 0.02
C 4.232 -0.638 -0.020 -0.02
C -2.118 0.550 0.726 -0.12
C 4.044 -4.273 -0.113 0.00
C -4.045 -0.081 -0.699 0.01
H 5.018 0.476 -0.102 0.18
H 1.787 1.473 0.904 0.00
H -6.074 -3.253 -1.201 0.06
H 3.649 -4.608 -1.093 0.07
H 5.546 -2.080 -0.142 0.05
H -6.582 -1.450 -0.555 0.19
H -0.240 4.768 0.211 0.13
H 3.379 2.197 0.441 0.19
H -2.593 -2.656 1.433 0.16
H -5.499 -2.042 -2.137 0.09
H 0.915 4.052 -1.921 0.16
H -1.201 -0.623 1.928 0.10
H -1.354 2.685 -0.960 0.24
H 5.101 -4.244 -0.232 0.05
H 2.080 4.057 -0.586 0.06
H 0.630 3.534 1.446 0.19
H 1.516 -3.324 0.127 0.15
H -3.319 2.079 -0.717 0.15
H 3.559 -4.835 0.513 -0.01
H -4.773 0.061 -1.281 0.01
H 0.860 -0.898 0.341 0.10
```

=====

# 4
DFT (ωB97M-V/def2-TZVPD) results for C16H25Cl2NO2Zr as an isolated structure at a distorted geometry.

Summary:
**LUMO**: 5.250 eV
**HOMO energy**: -0.16 eV
**Charge**: -2
**Molecular weight**: 425.511 g mol⁻¹
**Energy above the lowest of the compared OMol25 structures with the same formula, charge and spin**: 0.000 eV
**Frontier orbital gap**: 5.4 eV
**DFT total energy**: -1797.540271 Eh

```
47
Properties=species:S:1:pos:R:3:lowdin_charge:R:1
Zr 1.094 -0.045 0.897 1.30
Cl 2.119 -2.303 0.762 -0.09
Cl 0.465 0.040 -1.560 0.04
O 1.153 -0.507 2.818 -0.54
O 0.244 1.634 1.685 -0.44
N 2.635 1.298 -0.118 -0.14
C 4.566 2.152 -0.934 -0.12
C -2.094 -1.621 -1.095 -0.33
C -3.202 0.545 -1.915 -0.09
C -1.668 -1.326 2.552 -0.12
C 3.899 0.955 -0.533 -0.40
C -2.322 0.046 0.463 -0.29
C -2.802 1.254 1.147 -0.10
C -1.104 -3.500 0.339 -0.12
C -1.562 -2.118 0.109 -0.31
C 2.390 2.605 -0.492 -0.42
C 1.093 3.287 -0.481 -0.11
C -1.671 -1.077 1.097 -0.34
C -2.556 -0.287 -0.885 -0.32
C 4.466 -0.411 -0.604 -0.13
C -2.268 -2.375 -2.344 -0.09
C 3.611 3.173 -0.928 -0.13
H -2.174 -1.715 -3.216 0.06
H 5.362 -0.376 -1.252 0.06
H -1.634 -0.384 3.114 0.06
H -4.209 0.171 -2.151 0.06
H -2.593 -1.860 2.832 0.07
H -2.606 0.521 -2.841 0.06
H 1.316 -0.904 3.678 0.00
H -3.882 1.192 1.373 0.07
H -2.649 2.145 0.525 0.07
H 3.742 -1.140 -1.015 0.02
H 0.670 3.230 0.537 0.04
H -0.426 -3.837 -0.456 0.06
H -2.264 1.410 2.085 0.05
H 5.622 2.227 -1.156 0.06
H 4.765 -0.733 0.411 0.05
H 3.714 4.220 -1.153 0.06
H -0.820 -1.956 2.845 0.05
H -3.260 -2.853 -2.409 0.06
H -1.968 -4.181 0.372 0.07
H -1.519 -3.172 -2.439 0.06
H -3.290 1.584 -1.571 0.06
H 1.290 4.329 -0.782 0.06
H 0.505 1.407 2.599 -0.03
H -0.565 -3.573 1.287 0.04
H 0.385 2.829 -1.196 0.04
```

=====

# 5
DFT (ωB97M-V/def2-TZVPD) results for one molecule with the formula C3H7N3O2 at a distorted geometry.

Summary:
**LUMO**: 0.821 eV
**HOMO energy**: -8.56 eV
**Molecular weight**: 117.108 g mol⁻¹
**Energy above the lowest of the compared OMol25 structures with the same formula, charge and spin**: 5.378 eV
**Frontier orbital gap**: 9.4 eV
**DFT total energy**: -433.125148 Eh

```
15
Properties=species:S:1:pos:R:3:lowdin_charge:R:1
O -1.074 2.193 -0.386 -0.06
O 1.462 0.202 0.782 -0.08
N 0.851 -2.220 -0.388 0.01
N 0.225 0.464 0.225 0.04
N 1.419 -2.158 0.851 -0.04
C 0.036 1.700 0.086 -0.25
C 1.658 -1.013 1.353 -0.25
C -1.924 1.117 -0.930 -0.02
H -2.098 0.370 -0.199 0.07
H -2.852 1.542 -1.318 0.10
H -1.293 0.740 -1.710 0.08
H 2.274 -1.018 2.258 0.12
H 0.699 2.568 0.292 0.17
H 0.278 -1.410 -0.541 0.04
H 0.339 -3.078 -0.376 0.07
```

=====

# 6
DFT (ωB97M-V/def2-TZVPD) results for one molecule with the formula C2HBrN2O2 at a distorted geometry.

Summary:
**LUMO (alpha / beta)**: -1.300 / -1.624 eV
**HOMO energy (alpha / beta)**: -9.29 / -9.16 eV
**Molecular weight**: 164.946 g mol⁻¹
**Energy above the lowest of the compared OMol25 structures with the same formula, charge and spin**: 5.974 eV
**Frontier orbital gap (alpha / beta)**: 8.0 / 7.5 eV
**DFT total energy**: -2910.570085 Eh

```
8
Properties=species:S:1:pos:R:3:lowdin_charge:R:1
Br -0.307 -1.934 -2.427 0.68
O -1.183 0.672 1.576 0.12
O 0.919 1.207 0.993 -0.03
N 2.058 1.218 0.398 0.24
N -0.385 -0.375 -0.211 -0.03
C -0.200 0.584 0.826 -0.50
C 0.209 -0.520 -1.347 -0.58
H -1.112 -0.853 0.193 0.10
```